Version one
The following is a DFT calculation (the ωB97M-V functional and the def2-TZVPD basis) of a single C6H12N2O molecule.

Its orbital gap is 9.39 eV. Its multiplicity is 1. The calculation puts the LUMO energy at 0.91 eV. As for the net charge: 0. The structure (SMILES) is CO[C@@H]1[C@@H]2CNC[C@H]1N2.

Geometry as XYZ:
```
21
C6H12N2O (the ωB97M-V functional and the def2-TZVPD basis)
C -2.67 0.33 -0.22
O -1.46 -0.08 -0.74
C -0.57 -0.75 0.14
C 0.21 0.11 1.11
C 0.81 1.42 0.47
N 1.71 1.00 -0.68
C 1.45 -0.29 -1.35
C 0.72 -1.24 -0.39
N 1.32 -0.90 1.00
H -2.58 0.99 0.63
H -3.27 0.83 -0.99
H -3.19 -0.50 0.16
H -1.21 -1.52 0.67
H -0.23 0.23 2.10
H 1.39 2.03 1.07
H 0.05 2.08 0.11
H 2.68 0.96 -0.18
H 2.41 -0.62 -1.67
H 0.69 -0.17 -2.14
H 0.71 -2.31 -0.73
H 1.04 -1.60 1.65
```

Löwdin atomic charges, in units of e: number 1, C, carries -0.12; number 2, O, carries -0.14; number 3, C, carries -0.31; number 4, C, carries -0.24; number 5, C, carries -0.12; number 6, N, carries -0.06; number 7, C, carries -0.16; number 8, C, carries -0.22; number 9, N, carries 0.05; number 10, H, carries 0.09; number 11, H, carries 0.10; number 12, H, carries 0.07; number 13, H, carries 0.17; number 14, H, carries 0.14; number 15, H, carries 0.08; number 16, H, carries 0.09; number 17, H, carries 0.14; number 18, H, carries 0.11; number 19, H, carries 0.11; number 20, H, carries 0.15; number 21, H, carries 0.08


Version two
The following is a DFT calculation (the ωB97M-V functional and the def2-TZVPD basis) of a 2-piece molecular cluster, C6H12N2O overall.

Its orbital gap is 8.90 eV. Its multiplicity is 1. The calculation puts the LUMO energy at 0.54 eV. As for the net charge: 0. The structure (SMILES) is [H]/N=C(/C)C(C)=O.[H]/N=C\C.

Geometry as XYZ:
```
21
C6H12N2O (the ωB97M-V functional and the def2-TZVPD basis)
H 0.96 2.22 -0.77
N 1.36 1.80 0.09
C 1.05 0.60 0.21
C 1.65 -0.27 1.27
C 0.29 -0.08 -1.33
C 0.84 -1.48 -1.46
O 0.25 0.78 -2.19
H 0.97 -1.08 1.55
H 2.58 -0.71 0.89
H 1.90 0.32 2.15
H 1.93 -1.47 -1.44
H 0.50 -1.91 -2.41
H 0.45 -2.08 -0.63
H -1.91 -1.03 1.90
N -1.32 -1.07 1.07
C -1.35 -0.05 0.35
C -2.12 1.23 0.39
H -1.08 -0.33 -0.88
H -1.65 1.95 -0.28
H -2.12 1.62 1.41
H -3.15 1.05 0.10
```

Löwdin atomic charges, in units of e: number 1, H, carries 0.05; number 2, N, carries 0.13; number 3, C, carries -0.35; number 4, C, carries -0.08; number 5, C, carries -0.47; number 6, C, carries -0.02; number 7, O, carries 0.01; number 8, H, carries 0.05; number 9, H, carries 0.08; number 10, H, carries 0.08; number 11, H, carries 0.10; number 12, H, carries 0.09; number 13, H, carries 0.07; number 14, H, carries 0.08; number 15, N, carries 0.13; number 16, C, carries -0.32; number 17, C, carries -0.04; number 18, H, carries 0.15; number 19, H, carries 0.08; number 20, H, carries 0.09; number 21, H, carries 0.09


List of relative energies, unit kJ/mol: version one 0.0; version two 126.5


Version one
The following is a DFT calculation (the ωB97M-V functional and the def2-TZVPD basis) of C6H12N2O as an isolated structure.

Its orbital gap (spin up / spin down) is 7.20 / 7.20 eV. Its multiplicity is 1. The calculation puts the LUMO energy (spin up / spin down) at 0.30 / 0.30 eV. As for the net charge: 0.

Geometry as XYZ:
```
21
C6H12N2O (the ωB97M-V functional and the def2-TZVPD basis)
C 1.11 1.38 -0.72
C 0.80 -1.43 -1.36
C -0.36 -0.54 -0.94
O -1.54 -0.85 -1.61
N -0.22 0.86 -0.89
H -1.69 -1.81 -1.56
H 1.70 1.27 -1.64
H 1.66 0.90 0.11
H 1.02 2.44 -0.49
H 0.53 -2.48 -1.28
H 1.69 -1.25 -0.75
H 1.03 -1.22 -2.40
C -1.11 0.95 0.76
C -0.17 -1.29 1.56
C -0.68 1.68 1.82
N -0.68 -0.57 0.63
H -2.12 1.06 0.40
H 0.42 -2.16 1.32
H -0.41 -0.98 2.57
H 0.29 1.53 2.27
H -1.27 2.51 2.17
```

Löwdin atomic charges, in units of e: number 1, C, carries -0.15; number 2, C, carries -0.01; number 3, C, carries -0.58; number 4, O, carries 0.04; number 5, N, carries -0.05; number 6, H, carries 0.10; number 7, H, carries 0.08; number 8, H, carries 0.07; number 9, H, carries 0.08; number 10, H, carries 0.08; number 11, H, carries 0.08; number 12, H, carries 0.10; number 13, C, carries -0.24; number 14, C, carries 0.09; number 15, C, carries -0.07; number 16, N, carries 0.02; number 17, H, carries 0.12; number 18, H, carries 0.09; number 19, H, carries 0.10; number 20, H, carries 0.03; number 21, H, carries 0.03


Version two
The following is a DFT calculation (the ωB97M-V functional and the def2-TZVPD basis) of a 2-piece molecular cluster, C6H12N2O overall.

Its orbital gap is 9.25 eV. Its multiplicity is 1. The calculation puts the LUMO energy at 0.71 eV. As for the net charge: 0. The structure (SMILES) is Cc1c[nH]cn1.CCO.

Geometry as XYZ:
```
21
C6H12N2O (the ωB97M-V functional and the def2-TZVPD basis)
C -2.38 -2.49 -1.11
C -1.10 -2.20 -0.43
C -0.05 -1.40 -0.90
N 0.98 -1.47 0.01
C 0.49 -2.29 1.00
N -0.68 -2.78 0.73
H -3.20 -2.64 -0.38
H -2.28 -3.40 -1.74
H -2.76 -1.64 -1.66
H -0.22 -0.70 -1.70
H 1.82 -0.93 0.08
H 1.08 -2.62 1.84
C 0.18 2.36 0.19
C 1.45 3.19 0.29
O 2.25 2.82 1.45
H -0.19 1.88 1.10
H 0.27 1.55 -0.52
H -0.67 2.97 -0.11
H 2.12 2.99 -0.56
H 1.30 4.27 0.36
H 1.59 2.51 2.06
```

Löwdin atomic charges, in units of e: number 1, C, carries -0.06; number 2, C, carries -0.36; number 3, C, carries -0.09; number 4, N, carries 0.06; number 5, C, carries -0.22; number 6, N, carries 0.08; number 7, H, carries 0.08; number 8, H, carries 0.09; number 9, H, carries 0.07; number 10, H, carries 0.10; number 11, H, carries 0.14; number 12, H, carries 0.11; number 13, C, carries -0.09; number 14, C, carries -0.28; number 15, O, carries -0.10; number 16, H, carries 0.08; number 17, H, carries 0.05; number 18, H, carries 0.07; number 19, H, carries 0.11; number 20, H, carries 0.10; number 21, H, carries 0.05


Version three
The following is a DFT calculation (the ωB97M-V functional and the def2-TZVPD basis) of C6H12N2O as an isolated structure.

Its orbital gap is 9.43 eV. Its multiplicity is 1. The calculation puts the LUMO energy at 0.73 eV. As for the net charge: 0.

Geometry as XYZ:
```
21
C6H12N2O (the ωB97M-V functional and the def2-TZVPD basis)
C 1.46 -0.07 2.28
C 1.05 0.15 0.84
C 1.18 -1.07 -0.25
C -1.37 1.11 -1.16
C -1.47 -0.28 -1.01
C -2.10 -0.79 0.00
H 0.62 -0.82 2.54
H 1.80 1.08 2.93
H 2.53 -0.73 2.36
H -0.19 -1.32 -0.24
H 1.59 -2.08 0.39
H 1.49 0.03 -1.92
H 0.22 2.46 -1.12
H -1.40 1.47 -2.34
H -2.08 1.93 -0.59
H -1.18 -0.98 -1.93
H -2.43 -0.14 0.69
H -2.25 -1.91 0.49
N 0.48 1.33 0.51
N 0.05 1.37 -0.91
O 1.99 -0.73 -1.55
```

Löwdin atomic charges, in units of e: number 1, C, carries -0.12; number 2, C, carries -0.37; number 3, C, carries -0.15; number 4, C, carries -0.28; number 5, C, carries -0.33; number 6, C, carries -0.04; number 7, H, carries 0.08; number 8, H, carries 0.17; number 9, H, carries 0.12; number 10, H, carries 0.13; number 11, H, carries 0.15; number 12, H, carries 0.05; number 13, H, carries 0.16; number 14, H, carries 0.17; number 15, H, carries 0.16; number 16, H, carries 0.17; number 17, H, carries 0.02; number 18, H, carries 0.15; number 19, N, carries 0.04; number 20, N, carries -0.15; number 21, O, carries -0.13


List of relative energies, unit kJ/mol: version one 348.9; version two 0.0; version three 759.8


Version one
The following is a DFT calculation (the ωB97M-V functional and the def2-TZVPD basis) of a single C6H12N2O molecule.

Its orbital gap is 8.57 eV. Its multiplicity is 1. The calculation puts the LUMO energy at 0.77 eV. As for the net charge: 0. The structure (SMILES) is CC1(C)[C@@H]2C(N)(N)[C@]21O.

Geometry as XYZ:
```
21
C6H12N2O (the ωB97M-V functional and the def2-TZVPD basis)
C 1.22 -1.65 -0.49
C 1.08 -0.22 -0.06
C 2.36 0.54 0.15
C -0.32 0.17 1.06
C -1.49 0.10 0.16
N -2.50 1.14 0.31
N -2.05 -1.13 -0.36
C -0.11 0.56 -0.36
O 0.06 1.90 -0.79
H 2.01 -2.15 0.08
H 0.28 -2.19 -0.40
H 1.53 -1.67 -1.54
H 2.74 0.93 -0.80
H 3.13 -0.11 0.58
H 2.21 1.39 0.82
H -0.17 -0.65 1.75
H -2.79 1.45 -0.62
H -2.12 1.96 0.77
H -3.02 -1.01 -0.64
H -2.11 -1.84 0.37
H 0.05 2.47 0.00
```

Löwdin atomic charges, in units of e: number 1, C, carries -0.04; number 2, C, carries -0.30; number 3, C, carries -0.03; number 4, C, carries -0.01; number 5, C, carries -0.51; number 6, N, carries 0.09; number 7, N, carries 0.08; number 8, C, carries -0.33; number 9, O, carries 0.00; number 10, H, carries 0.08; number 11, H, carries 0.07; number 12, H, carries 0.09; number 13, H, carries 0.10; number 14, H, carries 0.08; number 15, H, carries 0.09; number 16, H, carries 0.12; number 17, H, carries 0.08; number 18, H, carries 0.07; number 19, H, carries 0.07; number 20, H, carries 0.08; number 21, H, carries 0.10


Version two
The following is a DFT calculation (the ωB97M-V functional and the def2-TZVPD basis) of a 3-piece molecular cluster, C6H12N2O overall.

Its orbital gap is 9.34 eV. Its multiplicity is 1. The calculation puts the LUMO energy at 0.68 eV. As for the net charge: 0.

Geometry as XYZ:
```
21
C6H12N2O (the ωB97M-V functional and the def2-TZVPD basis)
C -0.82 -1.58 1.15
C -0.80 -1.02 -0.13
C -1.68 0.17 -0.53
C -0.66 1.34 -0.19
C 0.60 0.83 -0.73
C 1.81 1.40 0.06
H 0.01 -2.68 1.70
H -1.71 -1.76 1.27
H -0.64 -0.64 2.01
H -1.04 -2.10 -0.81
H -2.60 0.07 0.18
H -1.59 0.23 -1.54
H -0.68 2.29 -0.49
H -0.81 1.81 1.19
H 0.64 0.99 -1.84
H 1.49 2.43 0.67
H 2.19 0.77 0.92
H 2.67 1.79 -0.78
N 0.64 -0.58 -0.51
N 1.56 -1.23 -0.86
O 1.41 -2.55 -0.74
```

Löwdin atomic charges, in units of e: number 1, C, carries -0.13; number 2, C, carries -0.37; number 3, C, carries -0.07; number 4, C, carries -0.17; number 5, C, carries -0.40; number 6, C, carries -0.07; number 7, H, carries 0.24; number 8, H, carries -0.06; number 9, H, carries 0.15; number 10, H, carries 0.22; number 11, H, carries 0.16; number 12, H, carries 0.07; number 13, H, carries 0.04; number 14, H, carries 0.22; number 15, H, carries 0.17; number 16, H, carries 0.11; number 17, H, carries 0.08; number 18, H, carries 0.13; number 19, N, carries -0.14; number 20, N, carries -0.03; number 21, O, carries -0.17


List of relative energies, unit kJ/mol: version one 0.0; version two 519.1


Version one
The following is a DFT calculation (the ωB97M-V functional and the def2-TZVPD basis) of C6H12N2O as an isolated structure.

Its orbital gap (spin up / spin down) is 8.05 / 8.05 eV. Its multiplicity is 1. The calculation puts the LUMO energy (spin up / spin down) at 0.05 / 0.05 eV. As for the net charge: 0.

Geometry as XYZ:
```
21
C6H12N2O (the ωB97M-V functional and the def2-TZVPD basis)
C 0.92 -0.42 -0.04
C -2.31 -0.44 0.70
C 2.09 0.08 -0.84
C 1.19 -0.47 1.45
N -1.38 0.65 0.93
C -0.42 0.99 -0.07
C -0.75 0.47 -1.44
N -0.50 -0.07 -2.49
O 0.15 2.10 -0.01
H -1.79 1.50 1.28
H 0.49 -1.35 -0.42
H -1.01 0.06 -3.35
H -1.77 -1.38 0.59
H -2.96 -0.54 1.57
H -2.95 -0.31 -0.19
H 2.33 1.10 -0.54
H 2.96 -0.56 -0.64
H 2.04 -1.13 1.62
H 1.44 0.52 1.82
H 1.91 0.05 -1.92
H 0.34 -0.85 2.01
```

Löwdin atomic charges, in units of e: number 1, C, carries -0.26; number 2, C, carries -0.11; number 3, C, carries -0.10; number 4, C, carries -0.09; number 5, N, carries -0.04; number 6, C, carries -0.66; number 7, C, carries 0.03; number 8, N, carries 0.22; number 9, O, carries -0.04; number 10, H, carries 0.13; number 11, H, carries 0.11; number 12, H, carries 0.11; number 13, H, carries 0.08; number 14, H, carries 0.08; number 15, H, carries 0.08; number 16, H, carries 0.08; number 17, H, carries 0.08; number 18, H, carries 0.08; number 19, H, carries 0.09; number 20, H, carries 0.06; number 21, H, carries 0.07


Version two
The following is a DFT calculation (the ωB97M-V functional and the def2-TZVPD basis) of a 2-piece molecular cluster, C6H12N2O overall.

Its orbital gap is 9.33 eV. Its multiplicity is 1. The calculation puts the LUMO energy at 0.81 eV. As for the net charge: 0. The structure (SMILES) is Cc1c[nH]cn1.CCO.

Geometry as XYZ:
```
21
C6H12N2O (the ωB97M-V functional and the def2-TZVPD basis)
C 1.74 1.39 0.36
C 1.86 0.06 -0.32
C 3.03 -0.58 -0.79
N 2.49 -1.80 -1.31
C 1.20 -1.86 -1.06
N 0.83 -0.75 -0.31
H 2.65 1.71 0.96
H 0.87 1.17 1.03
H 1.36 2.26 -0.01
H 4.11 -0.21 -0.78
H 3.06 -2.30 -1.85
H 0.47 -2.67 -1.08
C -2.51 0.50 1.55
C -2.41 0.26 0.03
O -3.54 0.78 -0.66
H -3.43 0.15 2.03
H -2.58 1.59 1.82
H -1.66 0.15 2.22
H -1.61 0.88 -0.35
H -2.19 -0.73 -0.15
H -3.74 0.01 -1.34
```

Löwdin atomic charges, in units of e: number 1, C, carries -0.04; number 2, C, carries -0.41; number 3, C, carries -0.01; number 4, N, carries 0.04; number 5, C, carries -0.15; number 6, N, carries 0.08; number 7, H, carries 0.10; number 8, H, carries 0.07; number 9, H, carries 0.03; number 10, H, carries 0.13; number 11, H, carries 0.09; number 12, H, carries 0.12; number 13, C, carries -0.10; number 14, C, carries -0.35; number 15, O, carries -0.12; number 16, H, carries 0.06; number 17, H, carries 0.07; number 18, H, carries 0.08; number 19, H, carries 0.09; number 20, H, carries 0.07; number 21, H, carries 0.15


List of relative energies, unit kJ/mol: version one 122.5; version two 0.0